Record 1
A molecular structure, C14H18BeBrCaCl3FKMgO15S. Source: the OMol25 dataset; level of theory: wB97M-V/def2-TZVPD.

## Properties
HOMO energy = -11.414 eV
Kohn-Sham gap = 0.081 Eh
charge = +2
electronic energy = -207252.0079 eV

XYZ file:
```
57
C14H18BeBrCaCl3FKMgO15S (wB97M-V/def2-TZVPD)
O -0.99918 -5.82938 2.58396
C -0.26900 -5.16297 1.93452
Br 1.58641 -5.70324 1.83391
C -0.73264 -3.95734 1.13956
C -0.04866 -2.64290 1.49316
C -0.94665 -1.69432 2.29291
O 0.01435 -0.65798 2.68582
S 1.20657 -1.58716 3.38717
O 2.56476 -1.07598 3.22418
O 0.74306 -1.82086 4.66394
O 1.13422 -2.71766 2.34625
H -0.49704 -4.17580 0.10129
H -1.80147 -3.82268 1.22768
H 0.14390 -2.06538 0.58713
H -1.23236 -2.30421 3.14688
H -1.81697 -1.31254 1.79583
C -4.24822 -7.20903 1.42866
C -3.95400 -8.56751 2.02520
O -2.63914 -8.95631 1.57939
H -4.20013 -7.25729 0.34116
H -5.23521 -6.84943 1.72117
H -3.49864 -6.48343 1.75339
H -4.67152 -9.31027 1.68649
H -3.97615 -8.55041 3.11602
H -1.97957 -8.31707 1.88496
Ca 3.29683 0.89383 2.32107
C -0.44654 0.16686 -3.30850
C 0.17358 -0.06632 -2.02161
C 0.68088 1.20104 -1.30497
O 1.17720 1.15261 -0.13421
C 0.59445 2.39052 -1.94742
C -0.00650 2.60074 -3.20933
C -0.59762 1.37863 -3.87387
O -1.23329 1.56912 -4.99436
O -0.07776 3.65896 -3.80163
O 0.31290 -1.14390 -1.47515
H -0.84309 -0.66886 -3.87560
H 1.02922 3.23665 -1.42809
Mg -0.34750 2.49583 -6.45053
F -1.77060 -10.47980 0.96986
O 1.05065 6.65397 -3.25494
Cl 0.96589 6.54930 -1.82749
O 1.40050 5.21256 -1.41031
O -0.39341 6.74970 -1.39752
O 1.82366 7.52479 -1.21018
K -0.27430 1.21531 3.19519
O 0.87850 -6.39142 -1.41017
H 0.50744 -6.51048 -0.52463
Be -3.28525 -0.33976 3.84462
Cl 5.27894 12.41798 -2.26892
C 4.11464 11.75100 -1.09374
C 3.56036 10.42028 -1.53057
Cl 2.49452 10.56532 -2.94425
H 3.32496 12.48348 -0.95199
H 4.64898 11.63478 -0.15232
H 2.96183 9.98819 -0.73050
H 4.35325 9.72025 -1.77855
```

Here are the Mulliken charges for atoms 1 to 6, given in e: -0.48 0.21 -0.07 -0.69 0.64 -1.18

Record 2
A molecular structure, C14H18BeNO2PSSe. Source: the OMol25 dataset; level of theory: wB97M-V/def2-TZVPD.

## Properties
HOMO energy (spin up / spin down) = -1.425 / -3.892 eV
Kohn-Sham gap (spin up / spin down) = 0.147 / 0.238 Eh
multiplicity = 2
charge = -1
electronic energy = -106270.7398 eV

XYZ file:
```
39
C14H18BeNO2PSSe (wB97M-V/def2-TZVPD)
Be -0.46935 0.66775 -0.03716
O -1.67070 -0.01161 0.66971
N -1.28885 -1.10545 1.44400
C -2.21161 -1.45556 2.42012
C -1.80353 -2.39817 3.34840
C -0.52411 -2.97119 3.26552
C 0.39214 -2.58553 2.20771
C 0.00483 -1.63258 1.34593
S 0.92354 -0.99502 0.01231
H -3.14598 -0.88662 2.45658
H -2.54986 -2.60775 4.11882
H -0.12636 -3.65575 4.01246
H 1.33531 -3.06144 2.25493
C 1.57105 0.74342 2.91696
P 1.35963 2.03421 1.67328
C 2.83100 1.98143 0.65339
C 1.22543 3.60786 2.58996
O 0.09081 2.00261 0.85941
H 2.04990 1.07038 3.87225
H 2.17758 -0.04144 2.47822
H 0.49972 0.46010 3.12096
H 3.69972 2.26610 1.22874
H 2.69960 2.56265 -0.26866
H 2.89342 0.90214 0.43571
H 2.19458 3.86720 3.07605
H 0.54067 3.38377 3.42351
H 0.83279 4.42845 1.95848
Se -0.65662 1.47493 -2.14632
C -0.95762 0.19167 -3.50310
C -1.86782 0.51009 -4.51185
C -2.03793 -0.22274 -5.65130
C -1.26233 -1.36546 -5.84936
C -0.38387 -1.76694 -4.82933
C -0.30212 -1.03322 -3.64433
H -2.55032 1.36625 -4.38972
H -2.80863 0.17431 -6.34095
H -1.36759 -1.94349 -6.78166
H 0.28223 -2.58667 -5.01395
H 0.38125 -1.36870 -2.87571
```

Here are the Mulliken charges for atoms 1 to 6, given in e: 0.07 -0.34 0.40 -0.44 -0.54 -0.34

Record 3
A molecular structure, C14H18Cl3NaO5. Source: the OMol25 dataset; level of theory: wB97M-V/def2-TZVPD.

## Properties
HOMO energy = -6.649 eV
Kohn-Sham gap = 0.236 Eh
electronic energy = -67031.1367 eV
relative energy (zero: lowest compared OMol25 entry of this formula, charge and spin) = 0.488 eV

XYZ file:
```
41
C14H18Cl3NaO5 (wB97M-V/def2-TZVPD)
Na -0.00044 -0.05432 -0.01642
C -2.82613 -0.17671 -1.06904
C -2.04887 0.24908 -2.31478
O -0.68030 -0.05021 -2.09382
C 0.23058 0.44639 -3.06083
C 1.64554 0.21449 -2.53043
O 1.79838 0.53315 -1.15182
C 2.04557 1.89061 -0.77559
C 0.78944 2.75581 -0.75928
O -0.18620 2.04785 -0.01540
C -1.50988 2.55202 -0.00195
C -2.37716 1.49664 0.67668
O -2.18806 0.17963 0.15212
H -2.88855 -1.26394 -1.04752
H -3.84285 0.22509 -1.11491
H -2.15581 1.31741 -2.52831
H -2.43672 -0.30290 -3.17792
H 0.02228 1.50533 -3.24428
H 0.11969 -0.08398 -4.01292
H 2.36346 0.76618 -3.14485
H 1.87882 -0.84708 -2.60168
H 2.80280 2.34121 -1.42226
H 2.43794 1.82913 0.23907
H 0.41779 2.95925 -1.76936
H 1.02151 3.71766 -0.29091
H -1.84297 2.76184 -1.02408
H -1.57046 3.48629 0.56542
H -3.42958 1.78738 0.62644
H -2.07987 1.42282 1.72235
Cl 1.88651 -5.61227 4.24348
C 1.51051 -4.05918 3.51758
C 1.07693 -4.00060 2.20848
C 0.78562 -2.76967 1.65356
Cl 0.22797 -2.70873 -0.03476
C 0.89705 -1.52328 2.33389
O 0.62036 -0.40330 1.79353
C 1.35045 -1.67504 3.67796
Cl 1.53208 -0.22014 4.62941
C 1.64819 -2.89369 4.25590
H 0.96658 -4.90406 1.62494
H 1.98781 -2.93614 5.28232
```

Here are the Mulliken charges for atoms 1 to 6, given in e: 0.99 -0.68 -0.58 -0.15 -0.58 -0.68

> Which formula does entry 3 have?

C14H18Cl3NaO5

> The highest electronic energy belongs to which entry?

C14H18Cl3NaO5